Record 1
C37H91AlBrIN8O12P | ωB97M-V/def2-TZVPD

Geometry as ORCA input:
```
! wB97M-V def2-TZVPD RIJCOSX def2/J DEFGRID3
* xyz -1 1
N 10.38 4.12 5.53
C 10.27 3.08 4.71
N 9.69 3.25 3.37
N 10.80 1.81 5.20
C 9.91 0.65 4.88
C 8.69 0.68 5.93
C 7.36 -0.05 5.43
C 6.76 0.49 4.04
Al 5.51 2.09 4.18
C 5.38 2.90 2.26
C 6.07 1.95 1.17
O 5.62 0.81 0.89
I 7.84 2.73 0.11
P 6.24 3.78 5.62
O 5.57 5.30 5.05
Br 5.24 3.36 7.63
H 9.99 4.96 5.08
H 9.40 4.23 3.21
H 8.85 2.66 3.23
H 11.77 1.65 4.93
H 9.60 0.72 3.79
H 10.55 -0.30 4.98
H 8.50 1.75 6.31
H 9.05 0.10 6.86
H 6.55 0.08 6.25
H 7.50 -1.19 5.31
H 6.13 -0.38 3.60
H 7.55 0.73 3.24
H 4.05 1.53 4.51
H 4.31 3.15 1.96
H 5.99 3.86 2.28
H 5.09 5.72 5.80
C -0.89 3.73 0.28
O -1.10 4.90 1.04
C -2.03 4.76 2.11
C -1.32 4.63 3.47
N -0.64 3.35 3.61
C 0.38 3.31 4.67
C 1.47 4.39 4.71
O 2.45 4.29 3.69
C 2.01 4.72 2.41
H -0.42 4.01 -0.66
H -0.21 3.04 0.79
H -1.84 3.22 0.06
H -2.73 3.94 1.94
H -2.62 5.69 2.13
H -2.06 4.74 4.27
H -0.63 5.47 3.53
H -0.20 3.10 2.74
H 0.87 2.34 4.58
H -0.14 3.30 5.64
H 2.02 4.25 5.65
H 1.07 5.41 4.77
H 1.38 5.61 2.46
H 1.50 3.90 1.91
H 2.89 4.96 1.81
C 3.24 -5.82 0.19
O 4.10 -4.75 -0.15
C 3.69 -3.99 -1.29
C 3.04 -2.65 -0.88
N 1.73 -2.84 -0.26
C 1.24 -1.69 0.51
C 2.15 -1.06 1.58
O 2.32 -1.84 2.76
C 3.19 -2.95 2.61
H 3.79 -6.49 0.85
H 2.37 -5.46 0.74
H 2.92 -6.38 -0.69
H 3.03 -4.57 -1.95
H 4.59 -3.76 -1.85
H 2.93 -2.02 -1.77
H 3.75 -2.16 -0.21
H 1.75 -3.64 0.36
H 0.32 -2.01 1.00
H 0.96 -0.90 -0.20
H 1.65 -0.14 1.92
H 3.12 -0.73 1.19
H 4.06 -2.71 1.99
H 2.64 -3.80 2.21
H 3.55 -3.24 3.60
C -5.61 -1.77 -2.50
O -6.07 -1.36 -1.23
C -6.14 -2.40 -0.26
C -4.96 -2.33 0.73
N -3.69 -2.71 0.10
C -2.49 -2.29 0.82
C -2.35 -0.82 1.26
O -2.09 0.10 0.20
C -3.22 0.40 -0.61
H -5.88 -1.00 -3.23
H -4.52 -1.85 -2.52
H -6.06 -2.71 -2.82
H -6.22 -3.39 -0.72
H -7.05 -2.23 0.32
H -5.15 -3.01 1.57
H -4.93 -1.31 1.11
H -3.65 -2.32 -0.84
H -1.64 -2.53 0.18
H -2.40 -2.92 1.72
H -1.46 -0.76 1.90
H -3.18 -0.47 1.88
H -4.14 0.50 -0.02
H -3.33 -0.36 -1.38
H -3.04 1.35 -1.12
C -0.45 -4.12 -5.29
O -0.12 -4.87 -4.14
C -0.51 -4.27 -2.90
C -1.78 -4.92 -2.33
N -2.97 -4.59 -3.11
C -4.12 -5.47 -2.89
C -3.94 -7.00 -3.00
O -3.76 -7.49 -4.32
C -2.47 -7.25 -4.86
H 0.14 -4.50 -6.12
H -1.50 -4.24 -5.56
H -0.22 -3.05 -5.16
H -0.61 -3.19 -2.99
H 0.31 -4.46 -2.20
H -1.92 -4.59 -1.30
H -1.59 -6.00 -2.31
H -2.75 -4.60 -4.09
H -4.89 -5.17 -3.61
H -4.53 -5.25 -1.89
H -4.88 -7.45 -2.66
H -3.17 -7.39 -2.33
H -1.68 -7.39 -4.13
H -2.43 -6.25 -5.30
H -2.31 -7.96 -5.68
C -5.26 0.84 -5.35
O -5.96 1.32 -4.21
C -5.35 2.43 -3.56
C -6.06 3.75 -3.91
N -5.82 4.16 -5.29
C -6.76 5.16 -5.81
C -8.27 4.91 -5.69
O -8.79 3.90 -6.55
C -8.50 2.58 -6.14
H -5.62 -0.16 -5.57
H -5.45 1.46 -6.22
H -4.18 0.78 -5.16
H -4.27 2.48 -3.76
H -5.47 2.26 -2.49
H -5.70 4.54 -3.24
H -7.12 3.60 -3.71
H -5.85 3.35 -5.90
H -6.52 5.28 -6.88
H -6.52 6.12 -5.34
H -8.77 5.84 -6.01
H -8.60 4.75 -4.66
H -8.57 2.45 -5.06
H -7.52 2.29 -6.51
H -9.22 1.91 -6.61
*
```

Values from the calculation:
HOMO = -4.47 eV
maximum force = 5.2 eV Å⁻¹
calculated total energy = -6260.56510 a.u.
LUMO energy = 1.6 eV
Kohn-Sham gap = 6.05 eV

Atomic partial charges in e from the Löwdin method, atoms 1 to 99:
1 N 0.092
2 C -0.475
3 N 0.074
4 N -0.039
5 C -0.223
6 C -0.195
7 C -0.284
8 C -0.301
9 Al 0.067
10 C -0.258
11 C -0.819
12 O -0.100
13 I 0.652
14 P 0.347
15 O -0.514
16 Br 0.076
17 H 0.022
18 H 0.073
19 H 0.018
20 H 0.106
21 H 0.093
22 H 0.123
23 H 0.094
24 H 0.109
25 H 0.096
26 H 0.099
27 H 0.063
28 H 0.025
29 H -0.072
30 H 0.051
31 H 0.033
32 H 0.014
33 C -0.104
34 O -0.190
35 C -0.206
36 C -0.213
37 N -0.053
38 C -0.185
39 C -0.212
40 O -0.202
41 C -0.101
42 H 0.093
43 H 0.066
44 H 0.074
45 H 0.117
46 H 0.115
47 H 0.118
48 H 0.092
49 H 0.060
50 H 0.121
51 H 0.112
52 H 0.119
53 H 0.108
54 H 0.087
55 H 0.066
56 H 0.087
57 C -0.116
58 O -0.186
59 C -0.200
60 C -0.196
61 N -0.050
62 C -0.186
63 C -0.199
64 O -0.176
65 C -0.096
66 H 0.090
67 H 0.063
68 H 0.086
69 H 0.111
70 H 0.120
71 H 0.122
72 H 0.098
73 H 0.060
74 H 0.091
75 H 0.119
76 H 0.121
77 H 0.107
78 H 0.091
79 H 0.060
80 H 0.092
81 C -0.100
82 O -0.186
83 C -0.202
84 C -0.205
85 N -0.047
86 C -0.192
87 C -0.208
88 O -0.185
89 C -0.100
90 H 0.070
91 H 0.063
92 H 0.086
93 H 0.113
94 H 0.118
95 H 0.121
96 H 0.093
97 H 0.059
98 H 0.099
99 H 0.121


Record 2
C28H34Br2N6OPt | ωB97M-V/def2-TZVPD

Geometry as ORCA input:
```
! wB97M-V def2-TZVPD RIJCOSX def2/J DEFGRID3
* xyz 2 5
Pt -0.15 0.04 -0.10
N 3.10 -0.75 0.69
C 3.05 0.07 -0.35
N 4.20 0.45 -0.89
C 4.13 1.27 -1.93
N 5.26 1.61 -2.53
N 2.98 1.81 -2.42
C 1.90 1.40 -1.83
N 1.83 0.50 -0.82
C 0.62 2.00 -2.27
C 0.59 3.05 -3.16
C -0.64 3.60 -3.51
C -1.79 3.07 -2.96
C -1.68 2.02 -2.06
N -0.50 1.50 -1.73
H 4.01 -1.06 0.98
H 2.28 -1.26 1.01
H 6.14 1.24 -2.21
H 5.23 2.23 -3.33
H 1.52 3.41 -3.58
H -0.69 4.42 -4.21
H -2.77 3.45 -3.21
H -2.56 1.58 -1.61
Br 0.80 1.55 2.20
C -0.17 3.22 2.46
Br -0.87 3.95 0.84
H 0.55 3.92 2.87
H -0.98 3.03 3.14
C -0.23 -2.24 4.06
C 0.58 -3.50 3.72
C 2.09 -3.21 3.74
C 0.12 -4.14 2.43
C -0.61 -5.30 2.47
C -1.03 -5.94 1.29
C -0.65 -5.44 0.03
C 0.08 -4.28 -0.09
C 0.56 -3.83 -1.45
C 2.07 -3.58 -1.50
C -0.22 -2.64 -2.02
C 0.38 -3.54 1.13
O 0.80 -2.36 1.06
H 0.05 -1.87 5.05
H -1.31 -2.45 4.07
H -0.03 -1.44 3.34
H 0.38 -4.23 4.50
H 2.34 -2.39 3.07
H 2.67 -4.09 3.46
H 2.39 -2.92 4.75
H -0.86 -5.74 3.43
H -1.61 -6.85 1.35
H -0.91 -5.99 -0.86
H 0.34 -4.66 -2.12
H 2.34 -2.66 -0.99
H 2.39 -3.50 -2.54
H 2.62 -4.40 -1.04
H -0.09 -1.72 -1.42
H -1.29 -2.84 -2.08
H 0.15 -2.39 -3.01
C -1.81 -0.96 0.94
C -2.81 0.04 0.93
C -3.76 0.14 -0.13
C -4.79 1.04 -0.06
C -4.90 1.90 1.05
C -3.96 1.84 2.09
C -2.92 0.95 2.04
H -2.00 -1.83 0.31
H -1.39 -1.20 1.91
H -3.69 -0.55 -0.96
H -5.54 1.08 -0.84
H -5.71 2.60 1.10
H -4.07 2.50 2.95
H -2.20 0.88 2.84
*
```

Values from the calculation:
HOMO (alpha / beta) = -13.22 / -14.26 eV
maximum force = 0.6 eV Å⁻¹
calculated total energy = -6757.93796 a.u.
LUMO energy (alpha / beta) = -5.8 / -8.4 eV
energy relative to the best compared isomer or geometry (same formula, charge and spin) = 0.0 kJ/mol
Kohn-Sham gap (alpha / beta) = 7.37 / 5.88 eV

The Löwdin scheme yields these atomic charges, measured in e:
1 Pt 1.103
2 N 0.198
3 C -0.441
4 N 0.198
5 C -0.402
6 N 0.214
7 N 0.201
8 C -0.282
9 N 0.005
10 C -0.203
11 C 0.032
12 C 0.002
13 C -0.014
14 C -0.123
15 N -0.030
16 H 0.134
17 H 0.038
18 H 0.130
19 H 0.127
20 H 0.126
21 H 0.131
22 H 0.127
23 H 0.088
24 Br 0.713
25 C -0.983
26 Br 0.677
27 H 0.013
28 H 0.000
29 C -0.052
30 C -0.351
31 C -0.041
32 C -0.091
33 C -0.001
34 C 0.009
35 C -0.002
36 C -0.104
37 C -0.347
38 C -0.035
39 C -0.049
40 C -0.272
41 O -0.077
42 H 0.092
43 H 0.091
44 H 0.034
45 H 0.137
46 H 0.057
47 H 0.093
48 H 0.091
49 H 0.129
50 H 0.123
51 H 0.128
52 H 0.139
53 H 0.050
54 H 0.091
55 H 0.097
56 H -0.007
57 H 0.091
58 H 0.095
59 C -0.163
60 C -0.297
61 C -0.043
62 C -0.044
63 C 0.004
64 C -0.043
65 C -0.037
66 H 0.076
67 H 0.034
68 H 0.131
69 H 0.126
70 H 0.126
71 H 0.125
72 H 0.109


Record 3
C2HN4O3 | ωB97M-V/def2-TZVPD

Geometry as ORCA input:
```
! wB97M-V def2-TZVPD RIJCOSX def2/J DEFGRID3
* xyz -1 1
C 0.36 -0.53 1.38
C 1.12 -0.20 0.31
N -0.14 -0.97 2.32
N -1.16 0.99 -0.03
N 2.24 -0.03 -0.05
N -1.14 0.02 -0.84
O -2.22 -0.44 -1.29
O 3.13 0.38 -0.74
O -0.09 -0.43 -1.28
H -2.08 1.21 0.23
*
```

Values from the calculation:
HOMO (alpha / beta) = -4.63 / -4.63 eV
maximum force = 4.3 eV Å⁻¹
calculated total energy = -521.37151 a.u.
LUMO energy (alpha / beta) = 4.2 / 4.2 eV
energy relative to the best compared isomer or geometry (same formula, charge and spin) = 333.3 kJ/mol
Kohn-Sham gap (alpha / beta) = 8.79 / 8.79 eV

The Löwdin scheme yields these atomic charges, measured in e:
1 C -0.255
2 C -0.111
3 N 0.145
4 N 0.083
5 N -0.110
6 N -0.600
7 O -0.103
8 O -0.036
9 O -0.047
10 H 0.034